Below is a molecular structure, C13H19BrIIrN3O6S2 at a distorted geometry, with properties calculated with ωB97M-V/def2-TZVPD.

Atoms and positions in Å:
Ir1 0.4806 -0.4828 -0.3929
O1 2.2542 -1.7082 0.4046
S1 2.9984 -0.9163 -0.5949
O2 4.3742 -1.1528 -0.7820
O3 2.5590 0.5023 -0.4531
S2 1.8158 -1.3871 -2.2573
N1 -0.9067 4.3595 -1.5061
C1 0.3696 3.7977 -2.0485
C2 0.3295 2.2752 -1.9363
N2 0.1210 1.8359 -0.5504
C3 -1.0998 2.4219 0.0120
C4 -1.0816 3.9478 -0.0800
H1 -1.6889 4.0021 -2.0642
H2 -0.9164 5.3806 -1.5866
H3 1.1953 4.2076 -1.4656
H4 0.4941 4.0958 -3.0886
H5 1.2718 1.8670 -2.3005
H6 -0.4795 1.8631 -2.5441
H7 0.9409 2.0864 0.0020
H8 -1.1981 2.1294 1.0570
H9 -1.9457 2.0035 -0.5376
H10 -0.2422 4.3518 0.4876
H11 -2.0067 4.3640 0.3157
N3 -3.6503 -1.1335 -1.6255
C5 -2.3641 -1.1356 -1.9270
O4 -1.5968 -0.2368 -1.4759
C6 -1.9011 -2.1918 -2.9053
I1 -2.1108 -4.1803 -2.1164
H12 -4.0101 -0.4771 -0.9501
H13 -4.2835 -1.8408 -1.9663
H14 -0.8545 -2.0454 -3.1503
H15 -2.5154 -2.1883 -3.8031
Br1 0.9696 -5.4719 2.7870
C7 1.2559 -3.6262 3.0940
C8 2.2120 -3.2620 4.0319
C9 2.4062 -1.9251 4.3289
C10 1.6406 -0.9451 3.7175
C11 0.7183 -1.2980 2.7528
C12 0.5258 -2.6347 2.4097
C13 -0.3943 -2.9808 1.2651
O5 -0.7380 -4.1371 1.1095
O6 -0.7859 -2.0148 0.4806
H16 2.7976 -4.0218 4.5278
H17 3.1471 -1.6513 5.0664
H18 1.7765 0.0899 3.9975
H19 0.1166 -0.5360 2.2606

Properties
E_tot ... -133177.4718 eV
Spin multiplicity ... 2
Relative energy (zero: lowest compared OMol25 entry of this formula, charge and spin) ... 5.709 eV
Orbital gap (alpha / beta) ... 0.1699 / 0.1590 Eh
Charge ... +2

These are the Mulliken partial charges, in e, on atoms 1 to 6: Ir 2.070; O -0.345; S 0.957; O -0.486; O -0.606; S -0.113


Below is 4 unconnected molecules or ions with the total composition C13H19Cl3O9 at a distorted geometry, with properties calculated with ωB97M-V/def2-TZVPD.

Atoms and positions in Å:
C1 0.1188 -0.3111 0.6139
Cl1 0.6376 -0.2725 2.3528
Cl2 -1.4451 -1.0554 0.4631
Cl3 1.3063 -1.2605 -0.3642
H1 0.1323 0.7347 0.3070
C2 0.1546 1.1653 -2.4972
C3 -0.0695 2.6618 -2.9727
C4 0.9098 3.0987 -4.0257
O1 0.1184 3.4689 -5.0891
C5 -1.1603 3.3539 -4.7572
O2 -2.1172 3.8111 -5.4381
O3 -1.2719 2.7486 -3.5886
H2 -0.7945 0.8066 -2.0991
H3 1.0348 1.0203 -1.8709
H4 0.4756 0.5982 -3.3710
H5 -0.0826 3.3003 -2.0893
H6 1.4337 2.1895 -4.3207
H7 1.5958 3.8504 -3.6353
C6 2.4504 0.5824 6.2271
C7 3.1490 0.8173 4.9371
C8 2.7512 1.9796 4.1048
O4 3.9386 2.5487 3.7150
C9 4.9406 1.9329 4.3654
O5 6.1357 2.3045 4.2577
O6 4.5020 1.1088 5.2648
H8 1.3849 0.3657 6.1508
H9 2.5193 1.4786 6.8437
H10 2.9395 -0.2117 6.7914
H11 3.2109 -0.1769 4.4945
H12 2.0724 2.6502 4.6316
H13 2.2222 1.6678 3.2042
C10 -4.6026 -3.9230 -0.8551
C11 -3.1524 -3.4792 -1.1451
C12 -2.4418 -4.3801 -2.0688
O7 -2.3125 -3.5796 -3.2463
C13 -2.7839 -2.3707 -3.0883
O8 -2.5860 -1.4629 -3.8722
O9 -3.3453 -2.3109 -1.9102
H14 -5.1001 -4.3933 -1.7032
H15 -5.2841 -3.1333 -0.5388
H16 -4.6200 -4.6302 -0.0258
H17 -2.5017 -3.3840 -0.2758
H18 -2.9707 -5.3063 -2.2936
H19 -1.4920 -4.6029 -1.5825

Properties
E_tot ... -69782.5353 eV
Spin multiplicity ... 1
Relative energy (zero: lowest compared OMol25 entry of this formula, charge and spin) ... 1.915 eV
SMILES ... C[C@H]1COC(=O)O1.C[C@H]1COC(=O)O1.C[C@H]1COC(=O)O1.ClC(Cl)Cl
Orbital gap ... 0.3874 Eh
Charge ... 0

These are the Mulliken partial charges, in e, on atoms 1 to 6: C 0.113; Cl -0.164; Cl -0.071; Cl -0.151; H 0.266; C -1.198


Below is a molecular structure, C13H19ClCuSi at a distorted geometry, with properties calculated with ωB97M-V/def2-TZVPD.

Atoms and positions in Å:
C1 -2.3705 -0.9871 -0.1711
C2 -1.7644 -1.0895 -1.4420
C3 -1.3736 0.1947 -1.8955
H1 -1.7537 -1.9874 -2.0485
C4 -1.6867 1.1328 -0.8728
C5 -2.5518 0.4089 0.0951
H2 -3.2412 0.8916 0.8077
H3 -2.6702 -1.8191 0.5076
H4 -1.1031 0.4680 -2.9472
H5 -1.5039 2.1959 -0.9126
Cu1 -0.8935 0.7552 0.9890
Cl1 0.3530 -0.7809 1.9571
C6 2.4441 0.1809 -0.0572
C7 2.0576 1.3751 -0.7447
C8 1.8007 1.0664 -2.1172
H6 1.9107 2.3404 -0.2775
C9 1.9639 -0.3436 -2.2679
C10 2.3442 -0.8900 -0.9965
H7 2.4930 -1.9380 -0.7618
H8 2.6389 0.0776 1.0138
H9 1.4395 1.7739 -2.8725
H10 1.9206 -0.8929 -3.2009
C11 1.5205 2.1768 2.7074
Si1 0.0614 1.1314 3.1839
C12 0.0934 0.1077 4.7097
C13 -1.5105 2.1669 2.7704
H11 2.3717 1.5394 2.4376
H12 1.7929 2.7873 3.5707
H13 1.3055 2.8479 1.8568
H14 0.0952 0.6996 5.6124
H15 -0.7858 -0.5419 4.7318
H16 1.0282 -0.4611 4.6739
H17 -1.5757 2.9821 3.5071
H18 -1.4875 2.6864 1.7750
H19 -2.4521 1.6167 2.8790

Properties
E_tot ... -78824.7364 eV
Spin multiplicity ... 2
Relative energy (zero: lowest compared OMol25 entry of this formula, charge and spin) ... 0.949 eV
Orbital gap (alpha / beta) ... 0.1057 / 0.2111 Eh
Charge ... -2

These are the Mulliken partial charges, in e, on atoms 1 to 6: C -0.671; C -0.656; C -0.653; H 0.413; C 0.190; C 0.462


Below is a molecular structure, C13H19FeIN5OSe at a distorted geometry, with properties calculated with ωB97M-V/def2-TZVPD.

Atoms and positions in Å:
C1 -1.5790 -0.0275 -2.3171
I1 -1.1468 1.1433 -4.1920
H1 -2.5246 -0.4653 -2.7387
H2 -0.6415 -0.6200 -2.5446
H3 -1.5390 1.1639 -2.2527
C2 0.4028 3.6067 1.9975
C3 -0.7944 3.8661 1.3933
N1 -1.0940 2.7572 0.6229
C4 -0.1517 1.7641 0.7540
N2 0.7971 2.3582 1.5619
H4 0.9719 4.1979 2.6719
H5 -1.4214 4.7233 1.4621
C5 2.0485 -3.2717 -1.0506
C6 0.4994 -1.7762 -0.2974
N3 1.8314 -1.9975 -0.5648
H6 0.6079 -4.8952 -1.3637
N4 -0.0764 -2.9814 -0.6078
H7 3.0095 -3.6533 -1.3336
Fe1 -0.2270 -0.1809 0.5527
C7 -1.8490 -0.2954 -0.4754
O1 -3.0301 -0.5541 -0.2750
C8 0.8472 -3.8879 -1.0823
C9 -1.4720 -3.3441 -0.4905
H8 -1.5213 -4.4370 -0.4242
H9 -2.0516 -3.0336 -1.3719
H10 -1.9156 -2.9100 0.4123
C10 2.8953 -1.0299 -0.4020
H11 3.8025 -1.4275 -0.8676
H12 3.1057 -0.8358 0.6593
H13 2.6358 -0.0781 -0.8956
C11 2.0684 1.7975 1.9574
H14 2.7999 2.6129 2.0248
H15 2.4098 1.0651 1.2116
H16 1.9981 1.3116 2.9430
C12 -2.2507 2.7877 -0.2369
H17 -1.9746 2.7232 -1.2967
H18 -2.7324 3.7586 -0.0580
H19 -2.9611 1.9897 -0.0028
Se1 0.2858 -0.6761 5.2206
C13 0.0312 -0.6574 3.5003
N5 -0.0942 -0.5912 2.3087

Properties
E_tot ... -131114.1140 eV
Spin multiplicity ... 6
Orbital gap (alpha / beta) ... 0.0558 / 0.2037 Eh
Charge ... -2

These are the Mulliken partial charges, in e, on atoms 1 to 6: C -0.948; I -0.385; H 0.548; H 0.258; H -0.269; C -0.612


Below is a molecular structure, C13H19IrN2O3S, with properties calculated with ωB97M-V/def2-TZVPD.

Atoms and positions in Å:
Ir1 0.0026 0.9719 -0.2182
C1 2.4338 -0.4886 0.4878
C2 2.9653 0.8925 0.1855
N1 1.8914 1.6143 -0.5829
C3 1.8886 3.1006 -0.4138
C4 1.4494 3.4818 0.9902
S1 0.1460 2.3540 1.6343
C5 1.0749 1.3195 2.8235
C6 0.8367 -0.1258 2.4406
N2 1.0070 -0.3548 0.9594
H1 2.4192 -1.1114 -0.4067
H2 3.0231 -0.9973 1.2510
H3 3.1948 1.4578 1.0833
H4 3.8708 0.8532 -0.4193
H5 2.0390 1.4131 -1.5745
H6 2.8812 3.5024 -0.6293
H7 1.2002 3.4912 -1.1639
H8 2.2657 3.4513 1.7100
H9 1.0354 4.4886 1.0065
H10 2.1216 1.6087 2.8172
H11 0.6712 1.5252 3.8141
H12 1.4990 -0.8081 2.9758
H13 -0.1911 -0.4090 2.6698
H14 0.5551 -1.2560 0.7956
O1 -4.3595 1.2212 -2.3062
C7 -3.7366 0.8288 -3.3649
C8 -4.5437 0.6729 -4.5433
C9 -3.9741 0.2505 -5.7165
C10 -2.6051 -0.0312 -5.7585
C11 -1.7882 0.1269 -4.6003
C12 -2.3239 0.5498 -3.4123
C13 -1.4840 0.7034 -2.2243
O2 -1.9869 1.0571 -1.0928
O3 -0.2187 0.4827 -2.2326
H15 -3.7667 1.3008 -1.5258
H16 -5.6000 0.8971 -4.4534
H17 -4.5799 0.1307 -6.6049
H18 -2.1486 -0.3774 -6.6769
H19 -0.7305 -0.0939 -4.6663

Properties
E_tot ... -36557.7574 eV
Spin multiplicity ... 2
Relative energy (zero: lowest compared OMol25 entry of this formula, charge and spin) ... 0.000 eV
Orbital gap (alpha / beta) ... 0.2862 / 0.2686 Eh
Charge ... +3

These are the Mulliken partial charges, in e, on atoms 1 to 6: Ir 0.954; C -0.636; C -0.622; N -0.417; C -0.727; C -0.600


Below is a single C13H19N3O2S molecule, with properties calculated with ωB97M-V/def2-TZVPD.

Atoms and positions in Å:
C1 4.6169 0.8478 0.3330
C2 4.0494 -0.5296 0.3266
C3 4.6275 -1.5935 0.9468
C4 4.0234 -2.8984 0.9077
O1 4.4333 -3.9276 1.3970
N1 2.8006 -2.9061 0.2027
C5 2.2992 -1.7952 -0.3740
N2 2.8768 -0.6482 -0.3565
S1 0.7568 -1.9638 -1.1932
C6 0.3517 -0.2085 -1.4672
H1 1.2859 0.2823 -1.7383
H2 -0.3614 -0.1784 -2.2884
C7 -0.1760 0.4504 -0.1976
O2 0.4985 1.2753 0.3868
N3 -1.3892 0.0634 0.2478
C8 -2.3054 -0.8175 -0.4387
H3 -2.8648 -1.3684 0.3239
H4 -1.7525 -1.5511 -1.0275
C9 -3.2931 -0.0687 -1.3389
C10 -4.0571 1.0396 -0.6134
C11 -3.1616 2.2216 -0.2276
C12 -2.5019 2.1040 1.1486
H5 -1.7115 2.8527 1.2081
C13 -1.9009 0.7203 1.4353
H6 -1.0728 0.8313 2.1400
H7 -2.6503 0.0629 1.8796
H8 -3.2322 2.3232 1.9296
H9 -2.3854 2.3380 -0.9873
H10 -3.7530 3.1393 -0.2322
H11 -4.8400 1.3970 -1.2858
H12 -4.5489 0.6367 0.2736
H13 -2.7580 0.3718 -2.1835
H14 -4.0000 -0.7985 -1.7387
H15 2.3069 -3.7896 0.1495
H16 5.5529 -1.4986 1.4904
H17 5.4448 0.9282 1.0305
H18 4.9618 1.1052 -0.6675
H19 3.8297 1.5504 0.5988

Properties
E_tot ... -33191.1191 eV
Spin multiplicity ... 1
Relative energy (zero: lowest compared OMol25 entry of this formula, charge and spin) ... 0.101 eV
SMILES ... Cc1cc(=O)[nH]c(SCC(=O)N2CCCCCC2)n1
Orbital gap ... 0.3356 Eh
Charge ... 0

These are the Mulliken partial charges, in e, on atoms 1 to 6: C -1.177; C 0.755; C -0.617; C 0.236; O -0.662; N -0.066